18
Properties=species:S:1:pos:R:3:forces:R:3:mulliken_charge:R:1 method="wB97M-V/def2-TZVPD" e_tot_ev=-7426.2586 smiles=CCC[C@@H](C)O e_homo_ev=-10.07 e_above_lowest_kcal_mol=24.3 lumo_ha=0.0355
C 1.24972 0.44524 1.94222 0.20 -1.28 -1.74 -1.2336
C -0.05417 -0.23996 1.57003 0.19 0.17 -2.11 -0.4406
C -0.75824 0.42976 0.33798 -1.19 0.61 3.57 -0.7163
C -0.05550 0.14816 -0.88426 1.57 -1.82 -2.29 0.4343
C 0.35328 -1.34739 -1.11109 0.94 -0.11 0.18 -1.2938
O -0.93137 0.54202 -1.92575 0.48 1.96 -0.35 -0.5530
H 1.65797 0.08666 2.84754 0.55 -0.66 0.95 0.3820
H 1.19983 1.49017 2.03622 -0.62 1.54 0.14 0.3402
H 1.95372 0.28587 1.12142 0.34 -0.11 0.23 0.2834
H 0.03117 -1.31220 1.31643 0.52 0.48 0.21 0.2657
H -0.66714 -0.25002 2.39171 -1.82 0.28 2.03 0.4064
H -1.82842 0.09038 0.19972 1.12 0.23 0.41 0.2452
H -0.77667 1.56068 0.51474 -0.17 -1.30 -0.22 0.3751
H 0.84991 0.78237 -0.95545 -0.01 -0.49 0.01 0.2162
H -0.41918 -2.07814 -0.76059 0.49 0.72 -0.30 0.3039
H 1.30575 -1.53622 -0.50651 -1.26 0.07 -0.84 0.2947
H 0.59049 -1.58122 -2.19610 -0.35 0.57 1.28 0.3451
H -0.85703 1.51071 -1.73242 -0.97 -0.87 -1.16 0.3453


22
Properties=species:S:1:pos:R:3:forces:R:3:mulliken_charge:R:1 method="wB97M-V/def2-TZVPD" e_tot_ev=-24762.0420 smiles="CC(C)[C@H](C#N)O[S@@](=N)(N)=O" e_homo_ev=-10.10 e_above_lowest_kcal_mol=18.0 lumo_ha=0.0197
C -1.48038 -0.05279 1.40417 -0.02 -0.15 -0.21 -1.3479
C -1.65317 -0.06836 -0.11100 0.28 0.24 0.10 0.3782
C -2.06243 1.30809 -0.63381 0.03 -0.26 0.03 -1.4954
C -0.33420 -0.49161 -0.79507 -0.16 0.25 -0.19 0.3228
C 0.13130 -1.78885 -0.34681 -0.09 -0.30 -0.06 0.0470
N 0.51620 -2.82452 -0.05609 0.17 -0.57 0.19 -0.4431
O 0.66576 0.50646 -0.60121 0.33 0.66 0.19 -0.3511
S 2.16270 0.44686 0.10219 0.64 -0.57 0.51 0.9400
N 2.26090 -0.15444 1.48906 -0.55 -0.44 -1.56 -0.5899
N 2.97853 -0.61896 -0.84997 -0.28 0.39 0.54 -0.5149
O 2.61482 1.77216 -0.16065 -0.20 0.16 -0.31 -0.6145
H -0.66841 0.61801 1.67724 0.02 0.09 0.09 0.2291
H -1.24113 -1.04637 1.77807 0.02 -0.05 0.11 0.4015
H -2.39643 0.28665 1.88087 -0.04 0.04 0.07 0.4276
H -2.41506 -0.80524 -0.38875 0.14 -0.02 -0.03 0.3305
H -1.27077 2.02623 -0.43721 0.00 0.12 0.01 0.3225
H -2.24695 1.27902 -1.70565 -0.03 0.06 -0.12 0.3673
H -2.97038 1.64019 -0.13415 -0.04 0.02 -0.01 0.4236
H -0.49556 -0.56435 -1.88609 0.07 0.07 0.35 0.3342
H 2.19648 0.55165 2.19628 -0.14 0.44 0.38 0.2604
H 2.88926 -0.44280 -1.83690 -0.15 0.11 -0.17 0.2715
H 2.81893 -1.57701 -0.58452 -0.01 -0.26 0.10 0.3006


32
Properties=species:S:1:pos:R:3:forces:R:3:mulliken_charge:R:1 method="wB97M-V/def2-TZVPD" e_tot_ev=-194135.2026 smiles=Sc1cc2c(c(I)c1I)Sc1ccccc1N2.BrCCBr e_homo_ev=-7.83 lumo_ha=-0.0062
S -2.22228 2.97982 5.89368 -0.03 -1.01 -1.27 -0.2452
C -1.96953 2.89617 4.04518 -0.28 -0.13 -2.48 0.1360
C -0.71681 2.18564 3.46596 -2.27 1.15 -2.53 -0.5862
C -0.53610 2.07800 1.91845 -2.98 1.87 2.01 0.2641
C -1.67934 2.72608 1.04938 0.61 -0.56 2.19 0.3372
C -2.90634 3.46748 1.62870 2.39 -1.59 2.34 -0.1741
I -4.34470 4.32740 0.25889 1.07 -0.63 1.03 0.1288
C -3.08484 3.57478 3.17227 3.52 -2.03 -1.72 -0.3864
I -4.76666 4.58178 4.14231 1.39 -0.85 -1.08 0.1438
S -1.44743 2.52341 -0.79454 0.22 -1.32 1.40 -0.2155
C -0.78873 0.77445 -0.87340 1.46 -2.32 1.23 0.3954
C -1.22882 -0.24686 -1.95082 2.49 -1.05 3.05 -0.3574
C -0.64977 -1.70504 -1.91733 0.63 2.84 2.67 -0.5146
C 0.35683 -2.10115 -0.78694 -1.60 3.41 0.07 -0.4510
C 0.80231 -1.04478 0.27642 -2.28 1.18 -1.94 -0.4628
C 0.22816 0.42134 0.27581 -0.76 -3.40 -3.08 0.3620
N 0.63409 1.40962 1.28516 -3.00 -0.28 -0.24 -0.2535
H -3.17827 1.96581 6.09615 0.98 0.99 -0.61 0.1858
H 0.06855 1.72293 4.15703 -1.44 0.82 -1.00 0.2142
H -1.98645 0.10528 -2.72065 1.19 -0.67 1.12 0.3153
H -0.98766 -2.43647 -2.73315 0.71 1.18 1.53 0.3135
H 0.77152 -3.17386 -0.73506 -0.70 2.05 -0.13 0.3062
H 1.56615 -1.28670 1.10581 -1.39 0.17 -1.57 0.1698
H 1.26620 1.02001 1.99561 -0.50 0.15 -0.52 0.3292
Br 2.77023 -4.99070 -2.12922 -0.07 0.02 -0.06 -0.1457
C 3.17419 -4.05083 -3.78853 0.19 -0.17 0.04 -0.5693
C 3.72851 -2.67403 -3.51799 -0.06 0.39 -0.24 -0.5625
Br 2.31655 -1.43259 -3.00059 0.59 -0.14 -0.31 -0.0597
H 2.25791 -4.03824 -4.37850 0.13 0.10 0.12 0.3578
H 3.91697 -4.67167 -4.29230 -0.05 0.10 0.06 0.3458
H 4.16191 -2.24949 -4.42514 -0.01 -0.16 0.06 0.3125
H 4.47368 -2.65761 -2.72265 -0.13 -0.11 -0.11 0.3663


142
Properties=species:S:1:pos:R:3:forces:R:3:mulliken_charge:R:1 method="wB97M-V/def2-TZVPD" e_tot_ev=-181357.2308 e_homo_ev=-10.49 e_above_lowest_kcal_mol=0.0 lumo_ha=-0.1540 charge=+1
C -1.92031 5.41316 4.00888 -0.79 0.62 -0.04 -0.9813
C -3.47652 4.96866 3.87887 0.54 1.24 0.95 -0.1898
C -4.19048 5.52482 2.56825 -0.30 0.16 0.45 0.1137
C -4.41913 4.47314 1.38396 -0.01 0.27 -0.70 -1.1084
C -3.53526 3.17179 1.44575 2.88 -0.41 -0.51 0.5993
C -2.03670 3.36278 1.16905 -0.23 -2.41 1.05 0.1301
C -1.37277 4.76369 0.82572 -0.88 -0.66 -1.08 -0.9632
C -1.25640 4.82873 -0.78909 0.64 1.08 0.55 -0.5722
O -2.52231 4.47175 -1.40676 1.19 -1.08 -0.89 -0.2683
C -2.37808 3.42912 -2.34966 -1.45 -1.79 0.59 0.1237
O -3.05828 2.42656 -2.22008 1.19 2.06 -0.32 -0.4366
C -1.07278 2.16856 1.20794 -3.46 -0.14 -0.64 0.8220
C 0.48759 2.39454 0.96661 1.30 0.67 1.55 -0.4743
O 1.11472 2.74081 1.96621 -1.55 -0.93 -1.95 -0.5282
O 1.10117 2.24803 -0.27055 -1.59 -0.65 1.95 -0.1522
C 2.49251 1.82135 -0.14368 2.58 -0.53 -0.63 -0.4681
C 3.23453 1.72258 -1.57734 0.30 -0.13 0.84 -0.3618
C 4.77218 2.11156 -1.30139 -0.86 1.39 -0.32 -0.5706
C 5.64377 2.27095 -2.63503 1.23 -0.27 1.26 -0.6399
C 6.41583 0.89612 -2.89596 -0.55 0.40 0.48 -0.2430
N 5.46787 -0.03430 -3.60380 0.68 0.98 -0.22 -0.6457
C -1.68291 0.81369 1.48053 -1.49 3.06 -0.18 0.2094
Cl -0.55917 -0.59844 1.52281 -1.57 1.61 -0.06 -0.1107
C -3.19546 0.69982 1.70207 2.62 -0.27 -0.23 0.6302
C -3.73109 -0.78662 1.92608 -0.21 0.68 -0.37 -1.2582
C -3.89168 -1.20184 3.45529 -0.85 -1.03 0.21 -0.0780
O -4.46342 -2.54919 3.45071 -0.83 1.41 -0.34 -0.3951
C -5.90224 -2.46939 3.23026 -1.58 -0.30 -0.42 0.1396
C -6.41611 -3.48686 2.11630 -0.08 0.50 -0.33 -1.0809
N -4.04870 1.85019 1.70026 2.87 0.35 -0.58 0.6842
C -5.51542 1.72661 1.91249 -1.63 0.89 -0.26 -1.9266
C -6.07536 2.37715 3.26168 -0.92 -0.39 0.74 2.1181
C -5.34251 1.90977 4.59696 0.97 1.30 -0.24 -1.3868
O -7.46252 1.91273 3.38127 0.90 -0.14 -1.06 -0.6115
H -1.81596 6.41421 3.45476 0.04 -1.50 0.69 0.2352
H -1.20608 4.64873 3.57237 -0.76 0.97 0.68 0.0985
H -1.67401 5.66525 5.09879 -0.21 -0.74 -1.57 0.4164
H -3.59317 3.85849 4.06645 0.12 1.26 -0.52 -0.1587
H -3.98730 5.48827 4.76723 0.58 -0.86 -1.28 0.4939
H -3.62408 6.43495 2.16628 -0.63 -1.34 0.61 0.6237
H -5.22156 5.92962 2.86348 1.67 -0.80 -0.55 -0.6494
H -4.12629 5.00591 0.40987 -0.38 -1.06 1.28 0.3913
H -5.53557 4.29021 1.30027 1.53 -0.15 0.12 0.4691
H -1.99556 5.65999 1.11883 0.59 -1.35 -0.09 0.0703
H -0.35976 4.87490 1.33346 -1.29 -0.30 -0.82 0.6169
H -0.45435 4.13456 -1.18775 -0.69 1.02 0.59 0.3295
H -1.06435 5.93025 -1.02882 0.10 -1.64 0.08 0.3678
H -1.66401 3.48917 -3.24203 -0.57 0.67 1.40 0.3899
H 2.57190 0.79264 0.35785 -0.52 1.51 -0.56 0.1764
H 3.13058 2.54788 0.46675 -1.43 -0.81 -0.65 0.3117
H 3.22083 0.65463 -1.98218 -0.29 1.51 0.43 0.3001
H 2.76245 2.44970 -2.32307 0.68 -1.00 1.02 0.2446
H 4.74820 3.14624 -0.79888 0.00 -1.40 -0.62 0.3981
H 5.24791 1.41268 -0.53301 -0.61 0.76 -1.26 0.2619
H 6.42427 3.08373 -2.41934 -1.06 -1.13 -0.34 0.2997
H 5.04252 2.64581 -3.52529 0.63 -0.68 1.07 0.2783
H 7.40373 1.04713 -3.43649 -1.26 -0.11 0.51 0.0111
H 6.63027 0.45032 -1.86056 0.01 0.64 -1.50 0.2686
H 4.80906 0.59057 -4.09741 0.55 -0.79 0.02 0.2721
H 6.01042 -0.53141 -4.31957 -0.54 0.14 0.26 0.3213
H -3.03897 -1.56774 1.45317 -0.76 1.51 0.62 0.6141
H -4.71420 -0.89065 1.34370 1.29 0.10 1.11 0.2451
H -2.92152 -1.28549 4.03316 -0.93 0.30 -0.99 0.1896
H -4.61397 -0.56727 4.05399 1.05 -0.35 -0.90 0.2376
H -6.49695 -2.64362 4.19309 1.14 0.16 -1.06 0.3150
H -6.22063 -1.42359 2.87347 0.63 -1.30 0.52 -0.0387
H -5.89593 -3.21346 1.13198 -0.55 -0.76 1.35 0.2491
H -7.53669 -3.34974 1.90542 1.57 0.02 0.58 0.3330
H -6.28952 -4.58087 2.39165 0.20 1.46 -0.37 0.3068
H -6.01076 2.30163 1.05019 0.76 -0.93 1.14 0.4674
H -5.92069 0.67309 1.85227 1.08 1.08 0.19 0.5369
H -6.16281 3.52040 3.22019 0.62 -1.65 -0.13 -0.6019
H -4.32277 1.45273 4.34118 -1.48 0.48 0.52 0.3073
H -5.09127 2.86289 5.18211 -0.46 -1.48 -0.62 0.3322
H -5.96093 1.24056 5.26700 0.64 0.67 -1.15 0.3447
H -7.81353 1.70512 2.48686 0.18 0.39 0.85 0.3569
C 0.41578 -3.73325 4.37357 0.09 0.60 0.22 -0.2565
C 1.04592 -3.41433 3.02866 -0.54 -0.12 -0.29 -0.1134
O 2.28617 -4.11924 3.02526 0.02 -0.38 0.69 -0.3389
S 2.12259 -5.48293 3.88366 -0.22 0.31 -0.14 1.1087
O 1.86610 -6.55581 2.97426 0.24 0.37 0.66 -0.5245
O 3.15594 -5.52827 4.85967 -0.26 -0.22 -0.54 -0.5435
O 0.73084 -5.10358 4.62009 0.41 -0.22 -0.65 -0.3245
H 0.86090 -3.13227 5.17120 -0.03 0.01 -0.06 0.3366
H -0.66436 -3.58508 4.36884 0.06 -0.28 0.02 0.2155
H 1.21012 -2.34636 2.88919 0.30 -0.14 0.09 0.1006
H 0.43607 -3.79914 2.20557 -0.04 0.06 0.04 0.3036
C 9.93362 2.32802 -7.71995 -0.02 0.59 -0.03 -0.2162
C 10.24455 2.35273 -6.23340 0.61 -0.16 -0.12 -0.3621
O 9.09891 1.77346 -5.60667 -0.55 -0.08 -0.60 -0.2943
S 8.46225 0.65762 -6.59507 -0.25 -0.58 0.42 1.1743
O 8.94698 -0.62499 -6.19311 -0.13 0.37 -0.31 -0.6106
O 7.07584 0.94604 -6.76381 2.07 -6.90 5.08 -0.3542
O 9.25081 1.09338 -7.94082 -0.05 -0.30 0.76 -0.2945
H 9.26082 3.14323 -7.99648 0.10 -0.02 0.01 0.0439
H 10.83495 2.37971 -8.33084 -0.12 -0.26 0.00 0.3525
H 10.41811 3.36190 -5.86127 -0.26 -0.10 0.09 0.3635
H 11.10996 1.72582 -6.00039 0.00 0.07 -0.04 0.3054
C 5.53551 4.57043 -9.88680 -0.23 -0.27 -0.44 -0.3399
C 4.31175 4.40492 -9.00169 -0.07 0.62 -0.04 -0.3868
O 4.70204 3.46352 -7.99956 0.69 -0.20 -0.09 -0.3125
S 6.28260 3.64028 -7.69155 -0.08 -0.07 -0.92 1.1651
O 6.42515 4.46089 -6.53238 0.22 -0.46 -0.29 -0.6585
O 6.91281 2.36050 -7.81373 -1.75 7.65 -4.23 -0.4586
O 6.65106 4.53966 -8.99646 -0.43 0.30 0.58 -0.3615
H 5.63388 3.73499 -10.58532 -0.06 0.05 0.01 0.2856
H 5.51797 5.50748 -10.44349 0.16 -0.02 0.17 0.3044
H 3.44546 4.04164 -9.55338 0.11 -0.21 0.18 0.3136
H 4.05674 5.34376 -8.50176 -0.01 -0.01 -0.09 0.3073
C 2.81388 -10.10231 4.27624 0.28 0.40 -0.46 -0.3173
C 1.45405 -9.68552 3.74625 -0.08 0.45 0.49 -0.2052
O 0.94076 -10.84695 3.08986 0.58 -0.75 -0.01 -0.3249
S 1.48275 -12.16828 3.85408 0.17 0.50 0.14 1.1296
O 0.47084 -12.61150 4.75271 0.48 -0.19 -0.42 -0.5502
O 2.09453 -13.02786 2.88874 -0.56 0.28 0.42 -0.5522
O 2.64767 -11.45143 4.71907 -0.78 -0.29 -0.23 -0.3329
H 3.56638 -10.09423 3.48309 -0.03 0.06 0.04 0.3057
H 3.14821 -9.46940 5.09805 -0.06 -0.25 0.06 0.3181
H 1.51682 -8.84808 3.05417 -0.06 -0.26 -0.09 0.2658
H 0.77265 -9.43124 4.56336 0.07 0.04 -0.01 0.2931
C 1.66314 -13.31538 -1.24749 0.31 -0.35 0.46 -0.3104
C 1.93330 -12.07809 -0.41036 -0.63 0.01 0.23 -0.0700
O 2.93093 -11.35286 -1.13210 0.19 -0.42 -0.74 -0.3090
S 2.72058 -11.60169 -2.71860 -0.20 -0.18 0.40 1.1103
O 1.98293 -10.50337 -3.25035 0.39 -0.42 -0.07 -0.5487
O 3.95618 -12.04075 -3.27270 -0.40 0.42 0.09 -0.5282
O 1.72186 -12.87140 -2.60471 0.19 0.78 0.00 -0.3173
H 2.44159 -14.06893 -1.10136 -0.05 0.03 0.05 0.3099
H 0.68953 -13.75493 -1.03167 0.03 0.12 -0.24 0.3084
H 2.28279 -12.32216 0.59200 0.18 0.09 -0.16 0.1275
H 1.04216 -11.44741 -0.34019 0.00 -0.08 0.04 0.2330
C -8.51293 8.11528 1.02623 -0.33 -0.28 -0.52 -0.2576
C -9.78467 7.95082 1.83956 -0.13 0.71 -0.08 -0.3800
O -9.45388 6.99621 2.85101 0.95 -0.37 -0.10 -0.3214
S -7.89458 7.16247 3.24564 -0.79 0.63 -0.26 0.9588
O -7.81050 7.96486 4.41680 0.37 -0.57 -0.35 -0.5751
O -7.26381 5.88421 3.13867 -0.34 0.31 0.26 -0.3907
O -7.44850 8.06627 1.97935 -0.22 -0.28 0.72 -0.3426
H -8.38165 7.28594 0.32582 -0.05 0.05 0.00 0.2496
H -8.49173 9.05751 0.47914 0.18 -0.02 0.21 0.3207
H -10.62120 7.59951 1.23687 0.10 -0.21 0.19 0.3164
H -10.06141 8.88556 2.33474 0.00 -0.03 -0.09 0.3047


11
Properties=species:S:1:pos:R:3:forces:R:3:mulliken_charge:R:1 method="wB97M-V/def2-TZVPD" e_tot_ev=-34816.8517 e_homo_ev=-9.66 e_above_lowest_kcal_mol=29.2 lumo_ha=-0.0566
C -1.36548 0.87400 -0.22384 3.00 -0.25 0.53 -0.7927
C -0.62082 -0.40510 0.33684 -1.28 -0.02 -3.66 -0.6917
P 0.84726 -0.52698 -0.79282 1.51 0.72 1.18 0.3462
S 1.96843 -1.97456 0.38881 -1.48 1.09 -0.13 -0.2086
Cl 1.77280 1.92079 -0.03582 -0.43 -2.20 -0.48 -0.4671
H -1.91619 0.75100 -1.15530 0.58 -0.09 -0.12 0.2812
H -1.97347 1.39013 0.43892 -1.66 0.19 1.69 0.3361
H -0.48158 1.59054 -0.17811 -1.36 -0.39 -1.30 0.1790
H -1.18475 -1.34959 0.25545 0.16 0.28 0.12 0.4018
H -0.15038 -0.32814 1.24053 0.49 0.57 2.78 0.4414
H 3.10416 -1.94209 -0.27467 0.47 0.10 -0.61 0.1743


18
Properties=species:S:1:pos:R:3:forces:R:3:mulliken_charge:R:1 method="wB97M-V/def2-TZVPD" e_tot_ev=-8898.5615 smiles="CCN1C[C@H]1C=O.[H][H]" e_homo_ev=-9.54 e_above_lowest_kcal_mol=72.3 lumo_ha=0.0333
C 1.90687 0.89948 0.82568 0.03 0.02 -0.03 -1.1355
C 0.54208 0.45959 1.33069 0.07 0.01 0.13 -0.4564
N -0.34627 0.16843 0.21081 0.01 0.06 0.05 -0.0836
C -1.42144 -0.74941 0.46439 -0.22 -0.02 0.12 -0.4801
C -0.23306 -1.18328 -0.32911 0.13 -0.17 -0.08 0.0176
C -0.35401 -1.31511 -1.81292 -0.26 0.17 -0.16 -0.2615
O -1.13756 -0.67737 -2.47410 0.35 -0.29 0.26 -0.4441
H 2.56853 1.15030 1.66076 -0.10 -0.04 -0.11 0.3806
H 1.80715 1.77680 0.17990 0.02 -0.11 0.09 0.2951
H 2.38294 0.10236 0.24308 -0.07 0.10 0.08 0.2934
H 0.64414 -0.41319 2.00192 -0.03 0.10 -0.11 0.3155
H 0.07372 1.26122 1.91301 0.06 -0.10 -0.08 0.3482
H -1.52029 -1.16908 1.46645 0.04 0.07 -0.15 0.2654
H -2.34759 -0.54551 -0.06796 0.15 -0.04 0.05 0.2362
H 0.47321 -1.85854 0.15717 -0.10 0.11 -0.08 0.4241
H 0.31944 -2.05909 -2.28741 -0.07 0.07 0.02 0.3144
H -1.86309 2.37488 -1.86708 0.02 -0.02 0.02 0.1643
H -1.49476 1.77753 -1.61528 -0.05 0.08 -0.02 -0.1938


11
Properties=species:S:1:pos:R:3:forces:R:3:mulliken_charge:R:1 method="wB97M-V/def2-TZVPD" e_tot_ev=-21214.3623 e_homo_ev=-8.11 e_above_lowest_kcal_mol=71.1 lumo_ha=0.0093
C 0.32567 -1.18901 -1.45961 2.34 1.78 -3.16 -0.7900
N -0.01202 -0.73948 -0.17196 -6.36 -0.39 0.54 -0.3913
P -0.50027 0.90420 2.22073 3.17 -0.08 2.24 -0.1170
P 0.20658 0.93400 0.19478 -1.50 1.03 -1.81 0.0269
H -0.30499 -2.05955 -1.73407 0.95 0.55 -0.18 0.2796
H 0.25803 -0.27407 -2.19552 -0.58 -1.78 0.46 0.3010
H 1.45648 -1.32430 -1.57357 -1.34 -0.71 0.53 0.2631
H -1.43799 -0.67792 -0.51981 4.58 -0.03 1.95 0.2712
H -1.73383 1.38893 2.13556 -1.88 1.19 -0.60 0.0420
H 0.21484 2.18858 2.65736 -1.07 -1.48 -0.72 0.0718
H 1.52749 0.84863 0.44613 1.68 -0.07 0.77 0.0427


We obtain strongest force on any atom values of 3.8; 1.7; 4.6; 8.9; 3.9; 0.5; 6.4 eV/Å for the records listed above, in that order.